# 1
A 8-piece molecular cluster, C29H71N3O13 overall in a non-equilibrium geometry. Source: the Open Molecules 2025 dataset; level of theory: ωB97M-V with the def2-TZVPD basis set.

ΔE to the lowest compared entry with this formula, charge and spin (eV): 0.5660

Last column: Löwdin charge in e.
Positions of all 116 atoms, in Å:
C (-23.32, 14.89, -1.24)  -0.070
O (-23.61, 13.59, -1.85)  -0.223
C (-22.68, 13.36, -2.96)  -0.212
C (-23.04, 12.14, -3.77)  -0.187
O (-24.17, 12.31, -4.64)  -0.181
C (-25.36, 12.78, -4.07)  -0.116
H (-22.48, 14.92, -0.55)  0.073
H (-24.21, 15.23, -0.70)  0.086
H (-23.02, 15.64, -1.98)  0.075
H (-21.70, 13.29, -2.49)  0.098
H (-22.64, 14.20, -3.65)  0.123
H (-23.14, 11.27, -3.12)  0.122
H (-22.17, 11.94, -4.38)  0.116
H (-25.66, 12.29, -3.15)  0.091
H (-26.16, 12.64, -4.80)  0.083
H (-25.24, 13.86, -3.96)  0.084
C (-17.91, 19.36, -5.33)  -0.114
O (-18.99, 20.23, -5.43)  -0.172
C (-19.91, 19.74, -6.36)  -0.232
C (-21.08, 20.68, -6.48)  -0.197
O (-22.21, 19.93, -6.90)  -0.189
C (-22.53, 19.97, -8.31)  -0.083
H (-18.28, 18.44, -4.88)  0.069
H (-17.17, 19.71, -4.61)  0.073
H (-17.42, 19.25, -6.29)  0.096
H (-20.26, 18.76, -6.06)  0.133
H (-19.41, 19.73, -7.33)  0.123
H (-20.84, 21.47, -7.20)  0.122
H (-21.22, 21.17, -5.52)  0.129
H (-22.86, 20.96, -8.62)  0.081
H (-23.32, 19.26, -8.58)  0.084
H (-21.66, 19.70, -8.92)  0.080
C (-14.76, 20.02, -2.89)  -0.094
O (-14.88, 18.61, -3.07)  -0.182
C (-14.54, 17.88, -1.88)  -0.201
C (-14.62, 16.36, -1.96)  -0.127
O (-15.93, 15.95, -2.45)  -0.226
C (-16.15, 15.92, -3.84)  -0.087
H (-13.72, 20.32, -2.79)  0.085
H (-15.21, 20.37, -1.97)  0.085
H (-15.20, 20.56, -3.73)  0.079
H (-15.19, 18.22, -1.08)  0.099
H (-13.55, 18.06, -1.47)  0.128
H (-14.52, 16.07, -0.92)  0.127
H (-13.74, 15.94, -2.46)  0.126
H (-15.43, 16.46, -4.44)  0.095
H (-17.15, 16.31, -4.06)  0.068
H (-16.16, 14.87, -4.12)  0.082
C (-19.26, 17.70, 3.64)  -0.079
O (-20.00, 17.67, 4.88)  -0.172
C (-19.28, 17.35, 6.03)  -0.200
C (-20.06, 17.86, 7.28)  -0.207
O (-21.25, 17.19, 7.53)  -0.180
C (-22.08, 17.68, 8.53)  -0.120
H (-19.87, 17.95, 2.77)  0.085
H (-19.00, 16.70, 3.30)  0.070
H (-18.45, 18.43, 3.67)  0.074
H (-18.33, 17.88, 5.98)  0.114
H (-19.06, 16.28, 6.07)  0.126
H (-20.08, 18.95, 7.36)  0.124
H (-19.50, 17.47, 8.13)  0.119
H (-23.07, 17.27, 8.39)  0.089
H (-22.16, 18.77, 8.49)  0.088
H (-21.77, 17.33, 9.51)  0.085
C (-17.41, 13.83, 2.62)  -0.110
O (-18.55, 13.21, 2.09)  -0.168
C (-19.08, 13.84, 0.97)  -0.205
C (-20.18, 12.90, 0.34)  -0.147
O (-21.39, 12.62, 1.11)  -0.190
C (-22.39, 11.76, 0.56)  -0.093
H (-17.63, 14.86, 2.90)  0.059
H (-16.56, 13.79, 1.94)  0.088
H (-17.24, 13.33, 3.58)  0.092
H (-18.34, 13.92, 0.18)  0.115
H (-19.53, 14.82, 1.14)  0.117
H (-19.68, 11.94, 0.21)  0.116
H (-20.41, 13.26, -0.66)  0.096
H (-22.49, 11.94, -0.52)  0.056
H (-23.37, 11.85, 1.02)  0.094
H (-22.03, 10.73, 0.56)  0.078
C (-16.16, 20.77, 3.46)  -0.007
C (-16.80, 20.37, 2.17)  -0.593
O (-16.12, 19.86, 1.31)  0.034
N (-18.11, 20.67, 2.03)  0.015
C (-18.82, 20.42, 0.79)  -0.050
H (-16.94, 21.08, 4.15)  0.071
H (-15.43, 21.57, 3.34)  0.089
H (-15.62, 19.96, 3.94)  0.086
H (-18.63, 20.95, 2.85)  0.132
H (-19.74, 21.00, 0.87)  0.089
H (-19.02, 19.35, 0.73)  0.052
H (-18.37, 20.69, -0.17)  0.092
C (-19.29, 13.55, -6.99)  0.009
C (-19.07, 13.22, -5.52)  -0.542
O (-19.79, 13.60, -4.58)  0.012
N (-18.07, 12.40, -5.25)  0.012
C (-17.58, 11.84, -3.95)  -0.038
H (-20.34, 13.55, -7.30)  0.087
H (-18.71, 12.88, -7.62)  0.073
H (-18.98, 14.56, -7.24)  0.080
H (-17.39, 12.40, -5.99)  0.121
H (-16.50, 11.70, -3.93)  0.080
H (-18.00, 10.87, -3.69)  0.076
H (-17.95, 12.44, -3.11)  0.071
C (-19.48, 16.36, -2.61)  0.024
C (-19.17, 16.68, -1.16)  -0.605
O (-20.06, 17.04, -0.42)  0.025
N (-17.91, 16.63, -0.82)  0.058
C (-17.44, 17.08, 0.51)  -0.029
H (-20.50, 16.06, -2.81)  0.076
H (-18.78, 15.57, -2.89)  0.056
H (-19.28, 17.29, -3.15)  0.074
H (-17.23, 16.34, -1.51)  0.072
H (-16.64, 17.79, 0.35)  0.053
H (-17.12, 16.24, 1.13)  0.064
H (-18.19, 17.57, 1.13)  0.047

***

# 2
A 11-piece molecular cluster, C29H76Cl4O8S8 overall in a non-equilibrium geometry. Source: the Open Molecules 2025 dataset; level of theory: ωB97M-V with the def2-TZVPD basis set.

Last column: Löwdin charge in e.
Positions of all 125 atoms, in Å:
C (1.11, 0.70, -5.86)  -0.266
S (0.75, 0.57, -4.13)  0.804
O (2.06, 0.84, -3.50)  -0.559
C (-0.24, 2.02, -4.06)  -0.267
H (1.79, 1.52, -6.05)  0.068
H (0.17, 0.86, -6.41)  0.058
H (1.50, -0.26, -6.19)  0.033
H (0.34, 2.91, -4.30)  0.073
H (-0.66, 2.10, -3.06)  0.038
H (-1.05, 1.97, -4.79)  0.062
C (4.96, -0.42, -4.82)  -0.266
S (3.82, -1.77, -4.67)  0.770
O (4.52, -2.97, -5.10)  -0.536
C (3.83, -1.85, -2.89)  -0.257
H (5.79, -0.57, -4.11)  0.059
H (4.55, 0.56, -4.61)  0.045
H (5.41, -0.51, -5.81)  0.054
H (3.26, -1.00, -2.50)  0.028
H (4.87, -1.77, -2.59)  0.057
H (3.43, -2.79, -2.53)  0.039
C (0.35, -5.91, -1.87)  -0.264
S (2.01, -5.62, -1.30)  0.811
O (1.93, -4.40, -0.48)  -0.549
C (2.04, -7.00, -0.19)  -0.272
H (-0.32, -5.91, -1.03)  0.052
H (0.29, -6.84, -2.44)  0.061
H (0.14, -5.11, -2.58)  0.054
H (1.93, -7.91, -0.80)  0.061
H (1.19, -7.01, 0.50)  0.054
H (2.97, -7.03, 0.37)  0.051
C (4.84, 4.09, 0.40)  -0.283
S (3.31, 3.20, 0.17)  0.766
O (2.27, 4.25, 0.05)  -0.549
C (3.71, 2.64, -1.48)  -0.257
H (4.81, 5.01, -0.20)  0.065
H (5.72, 3.49, 0.23)  0.041
H (4.88, 4.42, 1.44)  0.052
H (4.33, 3.36, -1.99)  0.057
H (2.81, 2.54, -2.09)  0.026
H (4.09, 1.62, -1.39)  0.051
C (-0.48, 3.70, 4.22)  -0.270
S (0.76, 2.86, 3.25)  0.787
O (0.71, 1.44, 3.69)  -0.565
C (-0.12, 3.00, 1.72)  -0.283
H (-0.39, 4.78, 4.12)  0.059
H (-0.32, 3.44, 5.26)  0.053
H (-1.48, 3.35, 3.93)  0.057
H (0.43, 2.53, 0.92)  0.024
H (-0.39, 4.02, 1.48)  0.066
H (-1.06, 2.44, 1.85)  0.059
C (2.69, 0.33, 6.62)  -0.266
S (4.03, -0.82, 6.48)  0.771
O (3.77, -1.80, 7.53)  -0.530
C (3.49, -1.61, 4.99)  -0.265
H (2.77, 1.13, 5.88)  0.040
H (2.65, 0.73, 7.63)  0.056
H (1.77, -0.24, 6.45)  0.057
H (2.41, -1.75, 5.03)  0.049
H (3.93, -2.60, 5.01)  0.062
H (3.74, -1.04, 4.10)  0.015
C (-0.79, -1.96, 3.07)  -0.277
S (-0.82, -3.55, 3.88)  0.825
O (-2.23, -4.07, 3.74)  -0.617
C (0.16, -4.37, 2.62)  -0.279
H (-1.44, -1.24, 3.56)  0.061
H (-1.10, -2.09, 2.04)  0.013
H (0.22, -1.54, 3.15)  0.049
H (0.09, -5.43, 2.80)  0.049
H (1.21, -4.06, 2.76)  0.054
H (-0.12, -4.04, 1.63)  0.018
C (4.98, 1.73, 3.56)  -0.252
S (5.84, 1.18, 2.10)  0.765
O (6.93, 2.15, 1.97)  -0.531
C (6.50, -0.31, 2.79)  -0.262
H (5.66, 1.69, 4.41)  0.065
H (4.09, 1.12, 3.77)  0.032
H (4.66, 2.74, 3.36)  0.044
H (7.08, -0.77, 1.99)  0.055
H (5.68, -0.97, 3.06)  0.036
H (7.16, -0.12, 3.63)  0.068
C (-4.59, -3.35, 0.71)  -2.031
Cl (-6.00, -4.37, 1.00)  0.533
Cl (-3.14, -4.29, 0.94)  0.581
Cl (-4.65, -2.77, -0.98)  0.533
Cl (-4.60, -1.97, 1.80)  0.581
C (2.33, -1.52, 0.82)  -0.085
C (1.20, -0.73, 0.15)  -0.260
C (0.29, -1.55, -0.70)  -0.228
C (-0.88, -0.72, -1.23)  -0.221
C (-1.98, -0.51, -0.21)  -0.292
C (-3.08, 0.44, -0.65)  -0.129
H (1.92, -2.19, 1.60)  0.049
H (3.04, -0.91, 1.39)  0.057
H (2.85, -2.17, 0.11)  0.052
H (0.57, -0.27, 0.93)  0.091
H (1.60, 0.11, -0.43)  0.104
H (-0.07, -2.44, -0.17)  0.099
H (0.86, -1.89, -1.58)  0.106
H (-0.47, 0.23, -1.62)  0.080
H (-1.29, -1.25, -2.10)  0.117
H (-2.41, -1.51, -0.04)  0.035
H (-1.61, -0.20, 0.78)  0.094
H (-2.72, 1.42, -0.98)  0.063
H (-3.71, 0.05, -1.45)  0.051
H (-3.78, 0.65, 0.18)  0.063
C (-4.84, 3.37, -2.92)  -0.111
C (-5.91, 2.59, -2.17)  -0.289
C (-7.34, 3.10, -2.44)  -0.244
C (-8.38, 2.55, -1.47)  -0.217
C (-9.79, 3.25, -1.53)  -0.267
C (-10.55, 2.96, -2.79)  -0.130
H (-4.98, 3.26, -4.00)  0.072
H (-3.86, 2.96, -2.69)  0.048
H (-4.89, 4.41, -2.62)  0.071
H (-5.84, 1.51, -2.37)  0.105
H (-5.74, 2.69, -1.09)  0.104
H (-7.56, 2.94, -3.51)  0.112
H (-7.33, 4.21, -2.38)  0.117
H (-8.55, 1.48, -1.73)  0.112
H (-7.96, 2.52, -0.45)  0.104
H (-10.36, 2.94, -0.65)  0.098
H (-9.62, 4.33, -1.43)  0.102
H (-11.57, 3.36, -2.73)  0.071
H (-10.05, 3.39, -3.67)  0.066
H (-10.67, 1.89, -2.99)  0.074

***

M, respectively: 669.89 951.27 g/mol.
HOMO energy, respectively: -8.9223 -8.7396 eV.
Frontier orbital gap, respectively: 0.343 0.326 hartree.